# 1
Below is a single C2H2N2O2S molecule in a non-equilibrium geometry, with properties calculated with ωB97M-V/def2-TZVPD.

```
9
Properties=species:S:1:pos:R:3:mulliken_charge:R:1
C -0.633 1.043 0.899 0.26
C -0.719 -0.640 -0.377 0.06
H 2.261 -0.769 -0.808 0.35
H -0.856 1.906 1.529 0.39
N 0.644 -0.502 0.048 0.19
N -1.467 0.341 0.289 -0.37
O 1.469 -0.343 -1.065 -0.35
O 0.661 0.744 0.782 -0.23
S -1.360 -1.780 -1.296 -0.30
```

Results
frontier orbital gap = 0.316 hartree
2S+1 = 1
SMILES = On1ocnc1=S
energy = -20013.144 eV
highest occupied orbital energy = -9.13 eV
ΔE to the lowest compared entry with this formula, charge and spin = 309.3 kJ/mol

=====

# 2
Below is 2 unconnected molecules or ions with the total composition C2H2N2O2S in a non-equilibrium geometry, with properties calculated with ωB97M-V/def2-TZVPD.

```
9
Properties=species:S:1:pos:R:3:mulliken_charge:R:1
C -2.500 0.630 -0.155 0.15
C -1.506 -0.272 -0.185 0.56
N -3.126 1.601 -0.003 -0.32
N 2.005 0.139 -0.026 -0.46
O -0.902 -0.957 -0.948 -0.40
O 0.010 -0.672 1.328 -0.42
S 1.014 -1.221 0.435 0.41
H 2.527 -0.157 -0.887 0.25
H 2.477 0.909 0.441 0.22
```

Results
frontier orbital gap = 0.252 hartree
2S+1 = 1
energy = -20011.950 eV
highest occupied orbital energy = -7.90 eV
ΔE to the lowest compared entry with this formula, charge and spin = 424.4 kJ/mol

=====

# 3
Below is a molecular structure, C2H2N2O2S in a non-equilibrium geometry, with properties calculated with ωB97M-V/def2-TZVPD.

```
9
Properties=species:S:1:pos:R:3:mulliken_charge:R:1
C 1.293 1.451 -0.460 0.55
C -1.286 -1.116 0.182 0.07
N 1.634 2.580 -0.524 -0.44
N -0.635 -1.681 1.117 0.40
O 0.997 0.347 -0.349 -0.39
O 0.068 -2.290 1.803 -0.43
S -1.901 -2.481 -0.599 -0.35
H -1.359 -0.106 -0.186 0.30
H 1.189 3.297 -0.984 0.27
```

Results
frontier orbital gap (alpha / beta) = 0.266 / 0.266 hartree
2S+1 = 1
energy = -20012.027 eV
highest occupied orbital energy (alpha / beta) = -8.15 / -8.15 eV
ΔE to the lowest compared entry with this formula, charge and spin = 417.1 kJ/mol

=====

# 4
Below is a single C2H2N2O2S2 molecule in a non-equilibrium geometry, with properties calculated with ωB97M-V/def2-TZVPD.

```
10
Properties=species:S:1:pos:R:3:mulliken_charge:R:1
C 1.069 0.363 -0.002 0.48
C -1.155 0.321 -0.002 0.40
H 2.361 -1.475 0.127 0.18
H -0.988 -2.003 -0.021 0.34
N 0.709 1.603 0.005 -0.41
N -0.041 -0.448 -0.001 0.15
O -0.702 1.576 0.003 -0.15
O -0.028 -1.796 -0.002 -0.33
S 2.714 -0.196 -0.008 -0.21
S -2.695 -0.238 0.000 -0.44
```

Results
frontier orbital gap = 0.347 hartree
2S+1 = 1
SMILES = On1c(S)noc1=S
energy = -30848.969 eV
highest occupied orbital energy = -9.08 eV
ΔE to the lowest compared entry with this formula, charge and spin = 281.6 kJ/mol

=====

# 5
Below is a gas-phase ion, C2H2N2O3 (charge -2) in a non-equilibrium geometry, with properties calculated with ωB97M-V/def2-TZVPD.

```
9
Properties=species:S:1:pos:R:3:mulliken_charge:R:1
C 1.347 -0.642 0.124 0.37
C 0.128 0.671 -0.201 -0.26
N -1.123 0.133 -0.491 -0.08
N -1.945 -0.018 0.509 -0.62
O -3.130 -0.453 0.201 -0.62
O 2.388 -0.225 0.696 -0.75
O 1.189 -1.786 -0.391 -0.65
H 0.444 1.200 0.730 0.43
H 0.702 1.120 -1.177 0.18
```

Results
frontier orbital gap = 0.228 hartree
2S+1 = 1
SMILES = O=C([O-])C/N=N/[O-]
energy = -11224.946 eV
highest occupied orbital energy = 1.09 eV
charge = -2
ΔE to the lowest compared entry with this formula, charge and spin = 98.7 kJ/mol

=====

# 6
Below is 2 unconnected molecules or ions with the total composition C2H2N2O3 in a non-equilibrium geometry, with properties calculated with ωB97M-V/def2-TZVPD.

```
9
Properties=species:S:1:pos:R:3:mulliken_charge:R:1
C 2.217 -0.346 0.206 0.24
C -2.565 -0.128 -0.085 0.19
N 0.899 -0.553 -0.196 -0.29
N 0.017 0.307 -0.163 0.41
O 0.158 1.534 -0.252 -0.46
O 3.066 -1.124 0.006 -0.40
O -3.025 -1.202 0.111 -0.27
H 2.206 0.709 0.726 0.27
H -2.973 0.803 -0.352 0.32
```

Results
frontier orbital gap (alpha / beta) = 0.337 / 0.247 hartree
2S+1 = 1
energy = -11222.639 eV
highest occupied orbital energy (alpha / beta) = -9.78 / -8.84 eV
ΔE to the lowest compared entry with this formula, charge and spin = 595.0 kJ/mol

=====

# 7
Below is a single C2H2N2O3 molecule in a non-equilibrium geometry, with properties calculated with ωB97M-V/def2-TZVPD.

```
9
Properties=species:S:1:pos:R:3:mulliken_charge:R:1
C 0.242 -2.655 0.847 0.62
C 0.709 -0.028 -0.885 -0.43
N 1.196 -2.267 0.198 -0.33
N 1.484 0.102 0.123 0.64
O 1.955 0.880 0.903 -0.61
O 2.128 -1.274 0.326 -0.18
O -0.797 -3.131 1.022 -0.36
H 0.577 -0.955 -1.396 0.38
H 0.194 0.876 -1.277 0.28
```

Results
frontier orbital gap = 0.376 hartree
2S+1 = 1
SMILES = C=[N+]([O-])ON=C=O
energy = -11222.474 eV
highest occupied orbital energy = -10.07 eV
ΔE to the lowest compared entry with this formula, charge and spin = 610.9 kJ/mol

=====

# 8
Below is a single C2H2N2O3 molecule in a non-equilibrium geometry, with properties calculated with ωB97M-V/def2-TZVPD.

```
9
Properties=species:S:1:pos:R:3:mulliken_charge:R:1
C -0.490 0.973 -2.506 0.58
C 0.666 0.045 -0.495 0.16
N 0.106 0.955 -1.473 -0.26
N 1.972 -0.753 -0.617 0.10
O -0.851 1.223 -3.593 -0.42
O -0.242 -1.021 -0.122 -0.49
O 1.915 -1.867 -0.184 -0.23
H -0.309 -1.683 -0.872 0.34
H 0.787 0.697 0.403 0.23
```

Results
frontier orbital gap = 0.328 hartree
2S+1 = 1
SMILES = O=C=N[C@@H](O)N=O
energy = -11225.292 eV
highest occupied orbital energy = -9.70 eV
ΔE to the lowest compared entry with this formula, charge and spin = 339.0 kJ/mol